No. 1
ORCA calculation (wB97M-V/def2-TZVPD) on one molecule with the formula C17H12Cl2FN5O in a non-equilibrium geometry.

Positions of all 38 atoms, in Å:
O  -3.681  -1.836  0.305
F  -5.397  -0.903  -5.706
Cl  -2.248  -1.191  2.896
Cl  -2.883  -2.361  -6.194
N  -0.690  -1.054  -1.588
N  1.531  0.490  1.438
N  5.278  2.730  3.165
C  -2.475  -1.462  0.037
C  0.097  -0.849  -0.566
C  -1.577  -1.269  1.249
C  -0.327  -0.901  0.869
C  2.076  1.114  2.543
C  5.640  3.348  2.011
C  4.142  2.025  3.287
C  4.712  3.348  0.884
C  -5.126  -0.772  -3.347
C  3.520  2.571  1.006
C  -4.246  -0.852  -2.260
C  -2.492  -1.656  -3.664
C  -4.683  -1.267  -4.644
C  -3.363  -1.645  -4.776
C  3.244  1.958  2.257
C  -2.857  -1.195  -2.382
N  -2.006  -1.315  -1.250
N  0.666  -0.529  1.747
C  0.920  -1.492  2.857
H  1.176  -0.709  -0.719
H  1.663  1.043  3.539
H  6.477  4.007  1.915
H  3.905  1.756  4.324
H  4.950  3.887  -0.023
H  -6.089  -0.221  -3.245
H  2.880  2.539  0.102
H  -4.380  -0.473  -1.317
H  -1.473  -1.941  -3.991
H  0.608  -0.873  3.623
H  2.013  -1.576  2.860
H  0.492  -2.475  2.761

Forces on atoms 1 to 3 (eV/Å):
O 3.669 1.472 -1.510
F -0.464 -0.758 -0.387
Cl 0.702 -0.226 -1.961

Relative energy (zero: lowest compared OMol25 entry of this formula, charge and spin) in kcal/mol: 15.96
SMILES string: CN(/N=C/c1cccnc1)c1cnn(-c2ccc(F)c(Cl)c2)c(=O)c1Cl



No. 2
ORCA calculation (wB97M-V/def2-TZVPD) on C60H51BClIrN9O3P2S as an isolated structure in a non-equilibrium geometry.

Positions of all 129 atoms, in Å:
Ir  -0.822  -0.046  -1.030
O  -4.017  0.103  -2.095
S  -3.256  -0.295  -0.929
C  -3.995  0.524  0.450
C  -5.359  0.345  0.644
C  -5.985  1.097  1.619
C  -5.253  2.020  2.365
C  -3.895  2.186  2.152
C  -3.251  1.435  1.171
P  -1.483  1.648  0.849
C  -0.748  1.872  2.511
C  -0.239  0.825  3.270
C  0.247  1.047  4.548
C  0.234  2.324  5.086
C  -0.264  3.381  4.335
C  -0.748  3.164  3.054
C  -1.385  3.368  0.295
C  -2.525  4.102  -0.025
C  -2.403  5.423  -0.434
C  -1.149  6.009  -0.533
C  -0.010  5.280  -0.202
C  -0.123  3.960  0.210
C  -3.580  -2.016  -0.645
C  -4.729  -2.530  -1.234
C  -4.980  -3.888  -1.119
C  -4.076  -4.702  -0.447
C  -2.920  -4.171  0.109
C  -2.652  -2.814  0.006
P  -1.162  -2.016  0.689
C  -1.623  -2.022  2.456
C  -0.720  -2.410  3.448
C  -1.121  -2.463  4.775
C  -2.415  -2.107  5.131
C  -3.310  -1.689  4.155
C  -2.919  -1.647  2.826
C  0.236  -3.183  0.649
C  1.409  -2.820  -0.015
C  2.497  -3.678  -0.056
C  2.422  -4.919  0.562
C  1.271  -5.279  1.253
C  0.189  -4.415  1.312
H  -5.914  -0.366  0.044
H  -7.046  0.972  1.794
H  -5.752  2.623  3.113
H  -3.340  2.911  2.735
H  -0.193  -0.153  2.858
H  0.642  0.217  5.123
H  0.619  2.502  6.082
H  -0.276  4.384  4.744
H  -1.120  4.007  2.488
H  -3.508  3.656  0.052
H  -3.290  5.998  -0.670
H  -1.058  7.041  -0.849
H  0.971  5.741  -0.261
H  0.763  3.397  0.474
H  -5.385  -1.875  -1.796
H  -5.870  -4.311  -1.568
H  -4.260  -5.767  -0.376
H  -2.217  -4.833  0.595
H  0.294  -2.685  3.195
H  -0.419  -2.795  5.531
H  -2.728  -2.164  6.167
H  -4.321  -1.410  4.427
H  -3.637  -1.341  2.079
H  1.475  -1.852  -0.483
H  3.403  -3.370  -0.565
H  3.262  -5.602  0.518
H  1.217  -6.234  1.762
H  -0.676  -4.700  1.898
B  -2.353  -0.422  -4.453
N  -2.123  0.933  -3.751
C  -2.519  2.047  -4.352
C  -2.086  3.144  -3.627
C  -1.417  2.600  -2.555
N  -1.453  1.256  -2.622
N  -1.983  -1.636  -3.575
C  -2.223  -2.865  -4.010
C  -1.601  -3.778  -3.175
C  -0.988  -3.001  -2.218
N  -1.236  -1.694  -2.450
H  -1.662  -0.458  -5.452
H  -3.504  -0.510  -4.803
H  -3.081  1.983  -5.273
H  -2.222  4.189  -3.856
H  -0.913  3.109  -1.769
H  -2.799  -3.016  -4.912
H  -1.581  -4.854  -3.256
H  -0.367  -3.324  -1.409
C  1.563  2.435  -2.492
C  1.699  0.982  -2.734
N  0.964  -0.025  -2.243
C  1.452  -1.205  -2.802
C  2.471  -0.907  -3.621
N  2.617  0.462  -3.573
C  3.646  1.190  -4.312
N  4.961  0.840  -3.867
N  5.859  0.396  -4.807
N  6.989  0.211  -4.245
C  6.865  0.534  -2.898
C  7.818  0.497  -1.877
C  7.404  0.864  -0.616
C  6.074  1.253  -0.367
C  5.120  1.295  -1.363
C  5.558  0.938  -2.644
H  1.013  2.578  -1.582
H  1.043  2.917  -3.321
H  2.537  2.907  -2.362
H  1.031  -2.168  -2.589
H  3.105  -1.535  -4.228
H  3.457  2.253  -4.220
H  3.611  0.913  -5.360
H  8.838  0.196  -2.085
H  8.110  0.848  0.206
H  5.788  1.527  0.641
H  4.097  1.565  -1.132
Cl  5.476  -1.006  5.324
C  4.391  -0.534  4.068
C  3.436  -1.432  3.617
C  2.575  -1.050  2.602
C  2.669  0.214  2.031
C  3.623  1.107  2.502
C  4.485  0.738  3.522
C  1.802  0.631  0.887
O  2.129  1.568  0.174
O  0.686  -0.055  0.766
H  3.379  -2.422  4.055
H  1.831  -1.741  2.230
H  3.678  2.098  2.068
H  5.233  1.428  3.891

Forces on atoms 1 to 3 (eV/Å):
Ir -3.810 -0.737 -1.239
O 0.089 0.102 -0.031
S 0.416 -0.301 0.436

Net charge: +2
2S+1: 2
Relative energy (zero: lowest compared OMol25 entry of this formula, charge and spin) in kcal/mol: 77.06
<S²>: 0.758



No. 3
ORCA calculation (wB97M-V/def2-TZVPD) on one molecule with the formula CH2N4O2 in a non-equilibrium geometry.

Positions of all 9 atoms, in Å:
C  0.264  1.392  -0.310
N  1.553  0.841  -0.015
N  -0.826  0.717  -0.238
N  1.665  -0.356  0.023
N  -0.745  -0.550  -0.345
O  0.612  -1.122  -0.433
O  -1.314  -1.165  0.856
H  0.089  2.430  -0.318
H  -1.298  -2.185  0.780

Forces on atoms 1 to 3 (eV/Å):
C -0.366 -1.157 0.339
N -1.075 2.036 -0.451
N 0.129 2.639 0.559

Relative energy (zero: lowest compared OMol25 entry of this formula, charge and spin) in kcal/mol: 136.82
SMILES string: ON1N=CN=NO1



No. 4
ORCA calculation (wB97M-V/def2-TZVPD) on one molecule with the formula C5H7PS in a non-equilibrium geometry.

Positions of all 14 atoms, in Å:
C  1.603  -0.057  -0.984
C  1.983  -0.061  0.405
C  0.329  -0.428  -1.207
C  0.998  -0.436  1.241
C  -1.660  0.330  0.681
P  -0.433  -1.024  0.316
S  -3.196  0.128  -0.270
H  2.293  0.253  -1.754
H  2.972  0.223  0.723
H  -0.129  -0.520  -2.177
H  1.088  -0.526  2.310
H  -1.240  1.428  0.444
H  -1.944  0.283  1.730
H  -2.664  0.407  -1.458

Forces on atoms 1 to 3 (eV/Å):
C -0.323 0.092 -0.438
C -0.085 -0.035 0.597
C -0.066 -0.224 0.000

Relative energy (zero: lowest compared OMol25 entry of this formula, charge and spin) in kcal/mol: 17.35
SMILES string: SCP1=CC=CC=1



No. 5
ORCA calculation (wB97M-V/def2-TZVPD) on a 2-piece molecular cluster, CClF5N2 overall in a non-equilibrium geometry.

Positions of all 9 atoms, in Å:
C  -0.053  -0.049  -0.422
N  -0.355  -1.284  0.223
N  1.259  0.420  -0.224
F  -1.265  1.450  0.847
F  -0.535  -1.241  1.643
F  -1.579  -1.749  -0.153
F  1.480  0.849  1.025
F  1.725  1.504  -0.964
Cl  -0.678  0.101  -1.975

Forces on atoms 1 to 3 (eV/Å):
C -1.624 2.397 0.878
N -0.781 -0.607 2.226
N 0.922 0.704 0.224

Relative energy (zero: lowest compared OMol25 entry of this formula, charge and spin) in kcal/mol: 87.25



No. 6
ORCA calculation (wB97M-V/def2-TZVPD) on a 2-piece molecular cluster, C7H12NO2P overall in a non-equilibrium geometry.

Positions of all 23 atoms, in Å:
C  1.131  -1.994  1.884
C  -1.844  -0.184  -0.458
C  1.699  0.746  0.261
C  -2.359  -1.548  -0.083
C  -1.748  0.128  -1.939
C  1.697  0.984  1.712
C  1.758  1.840  -0.724
N  1.133  -1.853  3.029
O  -1.471  0.555  0.395
O  1.428  -0.418  -0.174
P  1.081  -1.949  0.140
H  -3.435  -1.528  0.087
H  -1.697  -1.906  0.652
H  -2.448  -2.346  -0.971
H  -1.421  1.214  -2.125
H  -2.814  -0.131  -2.437
H  -1.138  -0.731  -2.412
H  0.792  0.560  2.212
H  1.933  1.972  2.007
H  2.541  0.330  2.109
H  1.520  2.848  -0.380
H  0.962  1.632  -1.507
H  2.700  1.778  -1.277

Forces on atoms 1 to 3 (eV/Å):
C -0.051 0.563 0.614
C -0.388 -1.367 -1.802
C -1.568 -0.027 0.789

Relative energy (zero: lowest compared OMol25 entry of this formula, charge and spin) in kcal/mol: 65.22